The following is a DFT calculation (ωB97M-V with the def2-TZVPD basis set) of a structure of composition C45H119N7O15.

Kohn-Sham gap: 7.71 eV
net charge: +6
lowest unoccupied orbital energy: -12.8 eV
calculated total energy: -89639.1498 eV
HOMO: -20.53 eV
energy above the lowest of the compared OMol25 structures with the same formula, charge and spin: 731.1 kcal/mol

CARTESIAN COORDINATES (ANGSTROEM)
1 C 0.75 0.02 -0.74
2 C 0.51 -0.62 0.65
3 C -0.84 -0.15 1.17
4 O 0.59 -2.01 0.60
5 H 1.24 -0.51 -1.56
6 H 1.28 0.97 -0.82
7 H -0.20 0.22 -1.23
8 H 1.39 -0.28 1.21
9 H -1.05 0.81 0.70
10 H -0.91 0.05 2.24
11 H -1.63 -0.84 0.87
12 C -0.98 1.58 3.92
13 O -1.02 2.71 3.07
14 C -2.27 2.90 2.50
15 C -2.58 4.37 2.23
16 N -1.94 5.31 3.26
17 H -2.00 4.96 4.21
18 H -0.96 5.25 3.04
19 C -2.40 6.79 3.29
20 C -1.91 7.59 4.52
21 O -2.07 6.84 5.74
22 C -1.97 7.57 6.92
23 H -0.85 0.67 3.32
24 H -1.86 1.41 4.54
25 H -0.09 1.54 4.55
26 H -3.12 2.57 3.11
27 H -2.33 2.25 1.63
28 H -3.66 4.50 2.16
29 H -2.09 4.83 1.37
30 H -3.49 6.78 3.25
31 H -2.03 7.09 2.31
32 H -2.47 8.52 4.66
33 H -0.83 7.71 4.56
34 H -2.61 8.45 6.92
35 H -0.94 7.90 7.03
36 H -2.11 6.92 7.79
37 C 6.74 0.73 6.07
38 O 6.31 0.15 4.91
39 C 6.63 0.81 3.61
40 C 5.33 0.90 2.83
41 N 4.66 -0.50 2.59
42 H 5.30 -1.06 2.04
43 H 4.72 -0.86 3.53
44 C 3.24 -0.55 2.01
45 C 2.84 -2.03 1.73
46 O 3.47 -2.81 2.74
47 C 3.48 -4.22 2.38
48 H 6.50 0.07 6.90
49 H 6.28 1.70 6.24
50 H 7.80 0.94 6.00
51 H 7.42 0.20 3.18
52 H 7.06 1.81 3.66
53 H 5.57 1.13 1.79
54 H 4.58 1.60 3.18
55 H 3.14 -0.04 1.05
56 H 2.66 -0.03 2.78
57 H 3.23 -2.16 0.72
58 H 1.76 -2.13 1.76
59 H 3.81 -4.85 3.20
60 H 4.11 -4.45 1.52
61 H 2.49 -4.59 2.08
62 C -8.01 -4.18 -2.48
63 O -7.38 -3.06 -1.91
64 C -7.35 -1.96 -2.85
65 C -6.74 -0.65 -2.32
66 N -5.44 -0.98 -1.39
67 H -4.89 -1.69 -1.84
68 H -4.88 -0.14 -1.41
69 C -5.90 -1.16 0.11
70 C -4.87 -2.01 0.85
71 O -3.49 -1.53 0.82
72 C -3.25 -0.42 1.67
73 H -7.95 -5.04 -1.81
74 H -7.60 -4.59 -3.40
75 H -9.08 -3.99 -2.61
76 H -8.38 -1.77 -3.17
77 H -6.81 -2.32 -3.73
78 H -7.43 -0.10 -1.68
79 H -6.44 0.07 -3.08
80 H -6.89 -1.63 0.17
81 H -5.84 -0.21 0.63
82 H -4.91 -2.97 0.34
83 H -5.23 -2.12 1.87
84 H -3.42 -0.64 2.73
85 H -3.95 0.40 1.51
86 H -2.22 -0.06 1.61
87 C 3.03 1.64 5.27
88 O 2.62 1.03 4.01
89 C 1.30 1.28 3.50
90 C 1.06 2.68 2.94
91 N 2.14 2.95 1.93
92 H 2.11 3.96 1.85
93 H 3.06 2.67 2.23
94 C 1.91 2.39 0.52
95 C 2.67 3.15 -0.57
96 O 2.30 4.48 -0.53
97 C 3.03 5.34 -1.46
98 H 2.39 1.23 6.06
99 H 2.98 2.73 5.35
100 H 4.03 1.35 5.56
101 H 0.66 1.03 4.34
102 H 1.11 0.53 2.73
103 H 1.13 3.49 3.67
104 H 0.07 2.88 2.52
105 H 0.85 2.49 0.27
106 H 2.12 1.33 0.60
107 H 2.60 2.82 -1.61
108 H 3.75 3.05 -0.46
109 H 2.93 5.01 -2.49
110 H 4.10 5.32 -1.22
111 H 2.67 6.36 -1.35
112 C 3.28 0.68 -2.63
113 O 2.92 -0.57 -2.21
114 C 3.58 -1.04 -1.10
115 C 3.22 -2.58 -1.05
116 N 1.73 -2.78 -0.70
117 H 1.42 -2.13 0.01
118 H 1.25 -2.49 -1.54
119 C 1.25 -4.22 -0.40
120 C 0.92 -4.99 -1.63
121 O -0.04 -4.38 -2.51
122 C -0.51 -5.28 -3.51
123 H 2.65 0.84 -3.51
124 H 4.32 0.50 -2.94
125 H 3.12 1.48 -1.91
126 H 3.34 -0.57 -0.15
127 H 4.66 -1.14 -1.20
128 H 3.68 -3.01 -0.17
129 H 3.49 -3.11 -1.96
130 H 0.31 -4.02 0.11
131 H 2.03 -4.57 0.28
132 H 0.38 -5.87 -1.27
133 H 1.81 -5.35 -2.15
134 H 0.24 -5.79 -4.12
135 H -1.08 -4.68 -4.22
136 H -1.27 -5.94 -3.09
137 C 1.21 -1.69 -4.15
138 O 0.47 -1.80 -2.90
139 C -0.91 -1.51 -3.09
140 C -1.66 -1.42 -1.77
141 N -1.10 -2.50 -0.83
142 H -0.65 -3.22 -1.37
143 H -0.35 -2.06 -0.32
144 C -2.10 -3.15 0.08
145 C -1.57 -4.17 1.00
146 O -1.07 -5.22 0.24
147 C -1.94 -6.29 -0.19
148 H 1.23 -0.70 -4.60
149 H 1.09 -2.47 -4.90
150 H 2.26 -1.74 -3.86
151 H -1.41 -2.32 -3.62
152 H -1.12 -0.58 -3.61
153 H -2.74 -1.56 -1.75
154 H -1.68 -0.42 -1.34
155 H -2.80 -3.63 -0.61
156 H -2.67 -2.41 0.63
157 H -2.30 -4.53 1.72
158 H -0.69 -3.77 1.50
159 H -2.61 -6.69 0.57
160 H -1.29 -7.03 -0.66
161 H -2.59 -6.01 -1.02
162 C 2.00 -1.99 -7.08
163 O 1.22 -1.15 -6.20
164 C -0.20 -1.20 -6.52
165 C -0.95 -0.06 -5.84
166 N -0.17 1.22 -5.72
167 H 0.74 1.18 -5.29
168 H 0.09 1.52 -6.65
169 C -1.04 2.33 -5.06
170 C -1.14 2.04 -3.54
171 O 0.12 1.65 -3.02
172 C 0.51 2.28 -1.79
173 H 3.05 -1.77 -6.87
174 H 2.02 -1.85 -8.16
175 H 1.88 -3.06 -6.93
176 H -0.64 -2.17 -6.30
177 H -0.29 -0.97 -7.58
178 H -1.12 -0.36 -4.80
179 H -1.80 0.16 -6.48
180 H -2.01 2.31 -5.57
181 H -0.63 3.31 -5.33
182 H -1.77 1.19 -3.27
183 H -1.58 2.87 -2.98
184 H -0.16 2.28 -0.93
185 H 0.76 3.29 -2.11
186 H 1.46 1.90 -1.43